1.
Below is C24H37As3N3O2Se2Te2V as an isolated structure in a non-equilibrium geometry, with properties calculated with ωB97M-V with the def2-TZVPD basis set.

Last column: Mulliken charge in e.
Geometry (Å):
V -0.36597 0.17704 0.17817  -0.047
O -2.69362 -3.96664 -0.12402  -0.755
C -3.75166 -3.42172 -0.75306  0.502
C -4.78448 -4.27264 -1.14513  -0.558
C -5.87026 -3.77410 -1.83733  -0.303
C -5.95279 -2.42066 -2.14999  -0.905
C -4.94918 -1.56871 -1.73148  -0.472
C -3.84566 -2.04745 -1.02503  -0.061
C -2.79971 -1.11221 -0.54496  0.790
O -1.64182 -1.58375 -0.21458  0.074
N -3.12720 0.16221 -0.48193  -1.304
N -2.07032 0.90916 -0.02915  0.953
C -2.17754 2.21341 -0.00009  -0.627
C -1.08243 2.90434 0.61705  0.803
C -1.14445 4.23580 1.02943  -1.099
C -0.15995 4.72812 1.85834  -0.157
C 0.86334 3.87774 2.26043  -0.919
C 0.90590 2.59404 1.75246  0.281
N -0.01350 2.10909 0.90843  0.385
H -2.04174 -3.24533 0.02714  0.003
H -4.70766 -5.32294 -0.89416  0.483
H -6.66249 -4.44817 -2.14067  0.402
H -6.79408 -2.03956 -2.71363  0.388
H -5.00226 -0.50619 -1.92600  0.439
H -3.09110 2.70290 -0.31830  0.351
H -1.98454 4.84664 0.72448  0.425
H -0.20156 5.74946 2.21481  0.398
H 1.62733 4.18906 2.95759  0.437
H 1.72019 1.93365 2.02373  0.060
C 2.71702 -3.39808 -1.74037  -1.440
As 0.97611 -2.59289 -1.27098  1.014
C 0.66213 -3.87483 0.18398  -1.257
C -0.16562 -3.41897 -2.63092  -0.285
C -0.33491 -2.55909 -3.89163  2.397
C 1.02865 -2.29699 -4.53768  -2.170
C -1.05636 -1.22297 -3.61515  -1.454
As -0.40554 0.20752 -2.40845  1.597
C -1.62922 1.54968 -3.14621  -1.571
C 1.18532 0.88965 -3.32730  -1.367
C -1.18189 -3.34687 -4.90770  -2.075
As -3.00377 -3.88207 -4.33421  0.566
C -2.58654 -5.62415 -3.52079  -1.145
C -3.46171 -4.63980 -6.09467  -1.243
H 2.59050 -4.46473 -1.93974  0.395
H 3.39243 -3.27116 -0.89462  0.435
H 3.16702 -2.92524 -2.61251  0.365
H 0.44432 -4.86221 -0.22965  0.400
H -0.15438 -3.56595 0.83298  0.181
H 1.56386 -3.92084 0.79091  0.516
H -1.14465 -3.58335 -2.17174  -1.076
H 0.24102 -4.40037 -2.90049  0.760
H 1.66951 -1.69968 -3.88813  0.131
H 0.91495 -1.76292 -5.48508  0.454
H 1.54038 -3.24084 -4.74070  0.415
H -2.06947 -1.43593 -3.25873  -0.240
H -1.17330 -0.70190 -4.57180  0.740
H -1.55217 1.55511 -4.23529  0.501
H -1.37912 2.54187 -2.77162  0.450
H -2.65443 1.31367 -2.86179  0.321
H 1.11771 0.73860 -4.40594  0.377
H 2.10146 0.43521 -2.95374  0.309
H 1.23272 1.96064 -3.12638  0.509
H -0.64237 -4.25437 -5.19970  0.663
H -1.31591 -2.74878 -5.81639  0.466
H -2.39576 -5.53300 -2.45243  0.207
H -1.72063 -6.08005 -4.00446  0.429
H -3.45032 -6.27718 -3.65658  0.449
H -3.57779 -3.84908 -6.83583  0.362
H -4.40321 -5.18524 -6.02679  0.405
H -2.68058 -5.32544 -6.42891  0.342
Se 1.64315 -0.66037 1.21523  -0.720
Te 3.45730 -0.10881 2.82761  -0.369
Te -0.01915 0.20771 4.61996  -0.380
Se -0.45874 -0.58800 2.32504  -0.331

LUMO (alpha / beta) = 2.0 / 1.6 eV
Largest force on an atom = 0.0742 Eh/bohr
Multiplicity = 4
Net charge = -1
⟨S²⟩ = 3.8038
E = -14241.775438 a.u.
Energy above the lowest of the compared OMol25 structures with the same formula, charge and spin = 295.4 kJ/mol

=====

2.
Below is C45H42BrN3O6Sb2Ti as an isolated structure in a non-equilibrium geometry, with properties calculated with ωB97M-V with the def2-TZVPD basis set.

Last column: Mulliken charge in e.
Geometry (Å):
Ti 0.26769 -0.05346 -1.12762  -0.521
C 0.39714 3.73300 -0.49197  -1.038
C -0.41784 3.91830 0.78464  -0.497
C -1.54037 2.90310 1.00467  -1.062
Sb -0.87888 0.84019 1.33270  -0.023
C -0.38243 0.91223 3.44192  0.760
C -0.72794 1.97761 4.25260  -0.679
C -0.36861 1.96883 5.59051  -0.804
C 0.34671 0.90637 6.11379  -0.733
C 0.66656 -0.17314 5.30827  -0.791
C 0.29470 -0.17340 3.97573  -0.074
C -2.71392 -0.26183 1.63050  1.054
C -2.63685 -1.64121 1.46952  -0.503
C -3.75562 -2.42863 1.68059  -0.497
C -4.95870 -1.84302 2.03685  -0.672
C -5.03391 -0.47178 2.20595  -0.671
C -3.91292 0.32273 2.01423  -0.527
Sb 2.33170 2.58118 -0.58181  1.004
C 3.09198 3.28881 1.33261  0.328
C 2.47155 3.12074 2.56321  0.138
C 2.99604 3.71471 3.70047  -1.021
C 4.12646 4.50976 3.60803  -0.596
C 4.74551 4.68749 2.38102  -0.663
C 4.24314 4.06437 1.25192  -0.771
C 2.31315 0.28759 -0.09566  -0.598
C 2.37856 -0.16649 1.23539  0.206
C 3.01303 -1.35268 1.56886  -1.264
C 3.60361 -2.13255 0.58400  -0.702
C 3.62990 -1.67241 -0.72387  -1.129
C 3.02830 -0.46383 -1.05280  -0.071
H 0.79467 4.70126 -0.80800  0.792
H -0.21943 3.36252 -1.30993  0.113
H -0.90753 4.89700 0.70865  0.624
H 0.24215 3.96221 1.65684  -0.014
H -2.20322 2.87846 0.13545  0.528
H -2.13029 3.19642 1.87798  0.876
H -1.27533 2.81799 3.85326  0.319
H -0.64756 2.79807 6.22051  0.491
H 0.64517 0.91430 7.14950  0.450
H 1.20592 -1.01124 5.72000  0.475
H 0.52493 -1.02563 3.34281  0.560
H -1.69928 -2.09594 1.15393  0.129
H -3.69370 -3.49981 1.56831  0.490
H -5.83285 -2.45769 2.18152  0.450
H -5.97153 -0.01983 2.48959  0.486
H -3.97969 1.39297 2.16681  0.394
H 1.56944 2.52083 2.65102  0.449
H 2.51619 3.55766 4.65551  0.515
H 4.52730 4.98829 4.48880  0.429
H 5.62036 5.31500 2.30587  0.420
H 4.73905 4.18059 0.29812  0.420
H 1.99493 0.44898 2.04425  0.823
H 3.08671 -1.64787 2.60511  0.585
H 4.09817 -3.05777 0.84092  0.664
H 4.16646 -2.22660 -1.48091  0.548
H 3.19013 -0.06961 -2.05495  0.743
N 0.51682 -1.89888 -0.32523  0.507
C 0.77354 -3.03418 -0.41555  0.143
N 1.06386 -4.27189 -0.45691  0.250
C 1.52725 -5.01242 0.71601  -0.416
C 0.71166 -6.30946 0.82458  -0.743
O 0.77709 -7.04082 -0.36934  -0.386
C 0.22544 -6.32745 -1.44505  -0.674
C 1.02672 -5.03981 -1.70114  -0.401
H 1.40731 -4.39288 1.60434  0.391
H 2.58558 -5.25556 0.57731  0.270
H -0.33298 -6.06723 1.06718  0.345
H 1.12326 -6.95459 1.60153  0.387
H -0.82735 -6.07057 -1.24610  0.316
H 0.27369 -6.98977 -2.31147  0.391
H 0.58038 -4.43522 -2.49445  0.377
H 2.05517 -5.30465 -1.97129  0.303
O -4.34224 -1.06397 -1.32778  -0.640
C -4.38568 0.15564 -1.85941  0.285
C -5.62059 0.69252 -2.23898  -0.737
C -5.69878 1.94377 -2.80945  -0.470
C -4.54913 2.71437 -3.00800  -0.981
C -3.33013 2.22531 -2.61991  -0.640
C -3.22875 0.94591 -2.03636  -0.165
C -1.94429 0.49697 -1.59274  2.361
O -0.96198 1.31566 -1.49833  0.647
O -1.66821 -0.68256 -1.19012  -1.033
H -3.42508 -1.32888 -1.12650  0.309
H -6.50592 0.09733 -2.09000  0.532
H -6.65950 2.33182 -3.11421  0.440
H -4.62313 3.68660 -3.46716  0.477
H -2.42242 2.79385 -2.77102  0.502
Br 1.35462 -1.84555 -8.40491  -0.119
C 1.50654 -0.51536 -7.06743  -0.162
C 2.02951 0.74783 -7.36879  -0.125
N 2.20257 1.67972 -6.45412  -0.580
C 1.86664 1.43723 -5.20680  -0.451
C 1.28664 0.22333 -4.81253  0.143
C 1.10674 -0.78055 -5.76631  -0.563
C 0.92860 0.01688 -3.41023  1.252
O 0.41970 -1.04560 -2.95479  -0.776
O 1.16628 0.92649 -2.55302  -0.584
H 2.30811 1.01246 -8.38014  0.424
H 2.05657 2.22980 -4.49074  0.638
H 0.66693 -1.72878 -5.48987  0.610

LUMO = -6.8 eV
Largest force on an atom = 0.0421 Eh/bohr
Net charge = +2
E = -6259.202993 a.u.
Energy above the lowest of the compared OMol25 structures with the same formula, charge and spin = 88.7 kJ/mol

=====

3.
Below is C10H15CeCl2NS as an isolated structure in a non-equilibrium geometry, with properties calculated with ωB97M-V with the def2-TZVPD basis set.

Last column: Mulliken charge in e.
Geometry (Å):
Ce 1.02843 -0.39248 -0.32715  0.304
Cl 0.39918 -2.81040 -0.97945  -0.607
Cl 1.71228 1.77348 0.88842  -0.595
C 2.93597 -0.70452 -0.99199  -0.681
H 3.35935 0.31909 -1.18427  0.225
H 2.92694 -1.26817 -1.96685  0.192
C -0.60009 1.08984 -1.65378  -0.282
C 0.49391 0.65690 -2.26050  -0.133
H -0.55212 1.65693 -0.70412  0.447
C 0.50633 -0.54530 -3.27711  -0.244
H 1.58016 0.98576 -2.05491  0.291
C -0.68111 -0.24558 -4.22735  -0.869
H 1.47249 -0.63157 -3.82463  0.277
H 0.39606 -1.58690 -2.85544  0.032
C -1.99025 -0.08273 -3.41767  -0.590
H -0.40270 0.70577 -4.69691  0.324
H -0.78313 -0.95952 -5.06730  0.380
C -1.97064 0.94598 -2.26814  -0.589
H -2.79003 0.14810 -4.12905  0.329
H -2.22490 -1.06839 -2.99143  0.245
H -2.36059 1.90766 -2.64499  0.297
H -2.71154 0.64778 -1.51680  0.245
S -2.23515 -0.78901 3.97616  -0.159
C -0.60569 -0.58035 4.63316  -0.223
C 0.32636 -0.56036 3.61978  -0.557
N -0.19653 -0.71814 2.30699  -0.050
C -1.52978 -0.84407 2.35966  -0.091
H -0.40219 -0.47697 5.69594  0.380
H 1.40100 -0.41994 3.74462  0.369
H -2.17101 -0.97258 1.47840  0.332

LUMO (alpha / beta) = 2.3 / 2.3 eV
Largest force on an atom = 0.0776 Eh/bohr
Multiplicity = 2
Net charge = -1
⟨S²⟩ = 0.7574
E = -2238.436879 a.u.

=====

4.
Below is C14H10BrCl5IPtTe as an isolated structure in a non-equilibrium geometry, with properties calculated with ωB97M-V with the def2-TZVPD basis set.

Last column: Mulliken charge in e.
Geometry (Å):
Pt -1.03593 0.11239 0.04798  0.481
Cl -0.16808 -2.47376 2.10891  -0.156
C 0.46177 -2.50241 0.50512  0.470
C 0.17423 -1.45683 -0.38278  -1.332
C 0.71366 -1.52956 -1.65610  1.317
Cl 0.27213 -0.25083 -2.73300  -0.164
C 1.51160 -2.58311 -2.07175  -0.204
Cl 2.13728 -2.62913 -3.66401  -0.155
C 1.78390 -3.61855 -1.17478  0.623
Cl 2.75711 -4.93455 -1.65863  -0.147
C 1.25788 -3.57811 0.12015  -0.194
Cl 1.60222 -4.83982 1.22510  -0.153
C -4.25967 -1.89859 -0.61387  -1.031
Te -3.24596 -1.05014 1.06526  0.414
C -4.72343 0.49247 1.25588  -1.003
H -4.50869 -1.11283 -1.32090  0.347
H -5.16389 -2.37191 -0.23792  0.387
H -3.61701 -2.63878 -1.08171  0.338
H -5.56378 0.06011 1.79448  0.354
H -5.04340 0.83642 0.27620  0.336
H -4.31245 1.31946 1.82978  0.320
Br 1.06268 4.75162 2.85061  -0.183
C 1.90932 3.74851 1.48881  0.147
C 3.27220 3.88523 1.26993  -0.373
C 3.88645 3.16861 0.25554  -0.550
C 3.14447 2.33211 -0.56421  -0.701
C 1.78535 2.17975 -0.34790  0.102
C 1.18545 2.87519 0.68787  0.082
I -0.88001 2.56350 1.07658  0.213
H 3.84290 4.55110 1.90185  0.407
H 4.95246 3.26511 0.10381  0.389
H 3.61663 1.79505 -1.37549  0.418
H 1.19261 1.53229 -0.98081  0.201

LUMO = -5.6 eV
Largest force on an atom = 0.0358 Eh/bohr
Net charge = +1
E = -6099.192552 a.u.
Energy above the lowest of the compared OMol25 structures with the same formula, charge and spin = 0.0 kJ/mol